# 1
{"formula": "C60H44BaBrCl2N5O3S2", "method": "the ωB97M-V functional and the def2-TZVPD basis", "symbols": ["Ba", "C", "C", "C", "C", "C", "C", "C", "C", "C", "C", "C", "N", "C", "C", "C", "C", "C", "C", "C", "C", "C", "C", "C", "C", "C", "N", "C", "C", "C", "C", "C", "C", "C", "C", "C", "C", "C", "C", "N", "C", "C", "N", "C", "C", "C", "C", "C", "C", "H", "H", "H", "H", "H", "H", "H", "H", "H", "H", "H", "H", "H", "H", "H", "H", "H", "H", "H", "H", "H", "H", "H", "H", "H", "H", "H", "H", "Cl", "C", "C", "C", "C", "C", "Cl", "C", "S", "H", "H", "H", "Br", "C", "C", "C", "C", "C", "N", "C", "O", "O", "H", "H", "H", "C", "C", "S", "O", "C", "C", "H", "H", "H", "H", "H", "H", "H", "H", "H", "H"], "xyz": [[0.1886, 0.2853, 0.5542], [-6.9853, -1.3273, 3.9837], [-5.7474, -1.6871, 4.5344], [-4.6097, -1.5684, 3.7788], [-4.7258, -0.8793, 2.5624], [-5.9532, -0.4601, 2.0222], [-7.1065, -0.7333, 2.7362], [-3.5877, -0.7635, 1.5791], [-2.7667, -1.8906, 1.2783], [-3.3338, -3.2338, 1.3187], [-2.3402, -4.0932, 0.9265], [-1.1914, -3.3082, 0.5237], [-1.4869, -1.9986, 0.8907], [-0.0308, -3.8649, -0.1038], [0.8139, -3.0868, -0.9668], [2.1364, -3.4215, -1.4945], [2.4858, -2.4555, -2.4120], [1.3423, -1.5495, -2.5071], [1.1400, -0.5683, -3.5456], [1.9541, -0.6470, -4.7605], [2.1517, -1.8630, -5.4825], [2.9874, -1.9010, -6.6046], [3.6036, -0.7043, -7.0518], [3.4230, 0.4771, -6.3332], [2.5405, 0.5257, -5.2520], [0.1426, 0.4444, -3.4600], [-0.6486, 0.7734, -2.3300], [-1.4422, 1.8441, -2.7206], [-2.6053, 2.2999, -2.0423], [-3.1584, 3.5774, -2.5029], [-2.2583, 4.6992, -2.5949], [-2.7284, 5.9430, -3.0050], [-4.1138, 6.0647, -3.2458], [-4.9759, 4.9989, -3.0716], [-4.5038, 3.7333, -2.7541], [-3.0420, 1.9115, -0.7497], [-4.0192, 2.5870, 0.1778], [-4.2574, 1.7583, 1.2562], [-3.4868, 0.5376, 1.0042], [-2.6792, 0.7496, -0.0729], [-1.1792, 2.1540, -4.1029], [-0.1866, 1.3257, -4.5306], [0.3813, -1.9027, -1.5419], [0.2032, -5.3040, 0.1365], [-0.0862, -5.9068, 1.3599], [0.1562, -7.2622, 1.6192], [0.6900, -8.0328, 0.5931], [0.9073, -7.4532, -0.6939], [0.7137, -6.1145, -0.9259], [-7.9051, -1.4759, 4.5495], [-5.7191, -2.0053, 5.5861], [-3.5893, -1.8109, 4.0405], [-5.9889, 0.0273, 1.0465], [-8.0913, -0.4839, 2.3500], [-4.2712, -3.5150, 1.7580], [-2.4162, -5.2000, 0.9505], [2.7437, -4.2818, -1.1749], [3.3946, -2.4600, -2.9884], [1.8568, -2.8016, -5.0911], [3.1416, -2.8302, -7.1718], [4.2042, -0.7003, -7.9660], [3.9951, 1.3735, -6.5825], [2.4027, 1.4490, -4.7184], [-1.2354, 4.4934, -2.2522], [-2.0662, 6.8041, -3.1913], [-4.4646, 7.0463, -3.5479], [-6.0233, 5.0989, -3.1592], [-5.2280, 2.9084, -2.6267], [-4.4686, 3.5356, 0.0016], [-4.9566, 2.0237, 2.0618], [-1.5555, 3.0102, -4.5930], [0.2954, 1.3156, -5.4952], [-0.5250, -5.3105, 2.1764], [-0.1032, -7.7844, 2.5588], [0.9641, -9.0652, 0.7504], [1.3186, -8.0538, -1.4925], [0.8258, -5.7099, -1.9084], [3.3573, 1.4947, -1.7304], [3.7435, 2.9371, -0.7968], [5.1184, 3.2654, -0.6584], [5.5194, 4.4009, 0.0392], [4.5417, 5.2191, 0.5697], [3.2164, 4.9484, 0.4008], [2.0917, 6.2681, 0.7115], [2.7191, 3.7308, -0.2249], [1.0501, 3.3633, -0.4056], [5.8536, 2.6676, -1.1977], [6.5874, 4.5450, 0.2711], [4.7729, 6.1731, 1.0826], [-2.0597, 2.1951, 3.7373], [-0.3507, 3.0323, 3.4743], [-0.0148, 4.3022, 4.1005], [1.3201, 4.7020, 4.0639], [2.2937, 3.8091, 3.5912], [1.8665, 2.6221, 3.0132], [0.5614, 2.3298, 2.8324], [2.8936, 1.6664, 2.4578], [3.9721, 1.7256, 3.1401], [2.5712, 0.9172, 1.5369], [-0.8300, 4.8249, 4.5753], [1.5770, 5.7030, 4.4367], [3.3890, 4.0251, 3.6460], [0.5310, -2.1033, 4.2348], [1.8402, -2.7730, 3.8429], [2.5794, -2.4880, 2.1694], [1.7012, -1.5332, 1.4239], [4.1518, -1.5393, 2.6650], [4.9614, -1.0327, 1.4936], [0.5553, -1.0089, 4.0264], [0.4515, -2.1461, 5.3308], [-0.3567, -2.6289, 3.8121], [1.7633, -3.9065, 3.9394], [2.6333, -2.4814, 4.4998], [4.7157, -2.2653, 3.2468], [3.9136, -0.6212, 3.2332], [5.3809, -1.8748, 0.8943], [5.8135, -0.4171, 1.8058], [4.3430, -0.3547, 0.8681]], "gap_ev": [5.172, 5.032], "e_tot_ev": -193981.3652, "e_above_lowest_ev": 1.6376, "charge": -2, "homo_ev": [-1.55, -1.47]}


# 2
{"formula": "C25H51CoO19", "method": "the ωB97M-V functional and the def2-TZVPD basis", "symbols": ["Co", "C", "O", "H", "H", "H", "C", "C", "O", "C", "O", "O", "C", "H", "H", "H", "H", "H", "H", "H", "H", "C", "C", "O", "C", "O", "O", "C", "H", "H", "H", "H", "H", "H", "H", "H", "C", "C", "O", "C", "O", "O", "C", "H", "H", "H", "H", "H", "H", "H", "H", "C", "C", "O", "C", "O", "O", "C", "H", "H", "H", "H", "H", "H", "H", "H", "C", "C", "O", "C", "O", "O", "C", "H", "H", "H", "H", "H", "H", "H", "H", "C", "C", "O", "C", "O", "O", "C", "H", "H", "H", "H", "H", "H", "H", "H"], "xyz": [[-2.7263, -1.2135, 3.2955], [-0.7009, -0.7791, 0.7497], [-1.3535, -1.0666, 1.9233], [-0.5693, 0.2930, 0.5351], [0.3433, -1.0996, 0.7584], [-1.2392, -1.1674, -0.1261], [-5.4098, -2.8849, -0.5299], [-3.9705, -3.2955, -0.2520], [-3.9740, -4.2942, 0.7836], [-3.9034, -3.8720, 2.0151], [-3.7285, -2.7063, 2.3301], [-4.0500, -4.8974, 2.8111], [-3.9794, -4.7233, 4.2165], [-5.4680, -2.3839, -1.4964], [-5.8762, -2.2621, 0.2330], [-6.0160, -3.7892, -0.6107], [-3.3940, -2.4167, 0.0446], [-3.4762, -3.6437, -1.1540], [-2.9784, -4.9593, 4.5722], [-4.6539, -5.4260, 4.7073], [-4.3784, -3.7769, 4.5877], [-3.4176, 2.6739, -0.7541], [-3.5493, 1.5768, 0.2773], [-4.8299, 1.6375, 0.9462], [-4.9657, 0.7794, 1.9200], [-4.0868, 0.1378, 2.4675], [-6.2290, 0.7478, 2.2839], [-6.6993, -0.3006, 3.1282], [-3.4842, 3.6865, -0.3612], [-4.1839, 2.5234, -1.5220], [-2.4614, 2.6900, -1.2775], [-2.7846, 1.9565, 0.9761], [-3.2074, 0.5623, 0.0833], [-6.2175, -0.3354, 4.1044], [-6.5606, -1.2526, 2.6122], [-7.7637, -0.1270, 3.2441], [1.5678, 5.4933, -5.0697], [1.4639, 4.0560, -5.5571], [0.4802, 3.3252, -4.8163], [0.8969, 2.5402, -3.8415], [2.0377, 2.3321, -3.5241], [-0.1951, 2.0609, -3.2374], [-0.0599, 1.2621, -2.0876], [2.0045, 5.5238, -4.0703], [0.5709, 5.9297, -5.0465], [2.2241, 6.0553, -5.7319], [2.4272, 3.5513, -5.5989], [1.0905, 4.0437, -6.5811], [0.4509, 1.7503, -1.2605], [0.3890, 0.2805, -2.2346], [-1.0715, 1.1178, -1.7086], [5.3148, -7.9015, 0.9093], [4.8244, -6.4967, 1.1997], [3.8430, -6.0856, 0.2579], [3.7973, -4.7847, -0.0333], [4.5520, -3.9487, 0.3508], [2.7312, -4.6090, -0.8140], [2.1603, -3.3212, -0.9431], [4.4739, -8.5885, 0.9989], [6.1168, -8.1704, 1.5899], [5.6506, -7.8920, -0.1283], [5.6513, -5.7880, 1.2693], [4.4523, -6.4376, 2.2297], [2.7794, -2.7154, -1.6089], [1.9677, -2.7276, -0.0494], [1.2011, -3.4874, -1.4305], [3.8410, 1.8917, -1.2311], [3.2797, 0.5029, -1.2869], [2.7586, 0.0573, -0.0229], [3.5810, -0.5656, 0.8229], [4.6758, -0.9403, 0.5213], [2.9882, -0.7110, 2.0107], [3.8655, -1.0783, 3.0737], [3.9777, 2.2890, -2.2316], [4.6686, 2.0223, -0.5383], [3.0503, 2.5521, -0.8466], [4.0591, -0.2139, -1.5643], [2.5091, 0.3460, -2.0278], [3.3254, -1.7425, 3.7434], [4.2336, -0.1981, 3.5985], [4.7347, -1.6315, 2.7228], [1.4930, 7.3301, -1.1488], [0.6562, 6.0597, -1.0257], [1.2422, 5.2622, -0.0063], [0.6530, 4.1295, 0.3270], [-0.3092, 3.6532, -0.2167], [1.3028, 3.6420, 1.3751], [0.7071, 2.6017, 2.1149], [2.5023, 7.0534, -1.4470], [1.5123, 7.7984, -0.1634], [1.0002, 8.0638, -1.7826], [0.5210, 5.5077, -1.9546], [-0.3283, 6.4553, -0.7569], [0.4714, 1.7439, 1.4855], [-0.2077, 2.9212, 2.6197], [1.3855, 2.2384, 2.8818]], "gap_ev": [7.706, 7.744], "e_tot_ev": -103273.7979, "e_above_lowest_ev": 0.0000, "charge": 1, "homo_ev": [-12.14, -12.14], "multiplicity": 4}


# 3
{"formula": "C5H3FO2", "method": "the ωB97M-V functional and the def2-TZVPD basis", "symbols": ["C", "C", "C", "C", "C", "H", "H", "H", "O", "O", "F"], "xyz": [[-0.9670, -0.9889, -0.2791], [-0.5723, -0.7638, 0.9984], [0.4755, 0.1495, 1.0406], [1.1650, 0.6833, -0.0464], [0.5221, 0.7198, -1.2825], [-1.0872, -0.9521, 1.9312], [0.7038, 0.5170, 2.0505], [1.9934, 1.2971, -0.0807], [0.3915, 1.3056, -2.3088], [-0.6775, -0.1760, -1.2334], [-1.9473, -1.7915, -0.7897]], "smiles": "O=c1cccc(F)o1", "gap_ev": 8.859, "e_tot_ev": -12044.1316, "e_above_lowest_ev": 1.3440, "homo_ev": -9.20}


# 4
{"formula": "C2H4N4O", "method": "the ωB97M-V functional and the def2-TZVPD basis", "symbols": ["N", "C", "N", "N", "C", "O", "N", "H", "H", "H", "H"], "xyz": [[2.2476, 0.3154, -0.0592], [0.8206, -0.0026, -0.0305], [1.5447, -1.0549, -0.1066], [-1.3447, -1.3698, -0.0602], [-1.3850, -0.1032, 0.0350], [-2.5292, 0.6121, 0.1365], [-0.2413, 0.7034, 0.0449], [2.7495, 0.5181, 0.7988], [2.7015, 0.5982, -0.9212], [-2.2818, -1.7615, -0.0476], [-2.2821, 1.5447, 0.2101]], "gap_ev": 9.429, "e_tot_ev": -10144.0199, "e_above_lowest_ev": 3.1149, "homo_ev": -9.05}


# 5
{"formula": "C15H19N3", "method": "the ωB97M-V functional and the def2-TZVPD basis", "symbols": ["C", "C", "C", "C", "C", "C", "C", "C", "C", "C", "N", "H", "H", "H", "H", "H", "H", "H", "H", "H", "H", "H", "C", "C", "C", "C", "C", "N", "N", "H", "H", "H", "H", "H", "H", "H", "H"], "xyz": [[-2.1274, 0.2695, -2.2857], [-2.5629, 1.6908, -2.6570], [-2.1321, -0.1123, -0.8385], [-2.7899, 0.5866, 0.1872], [-1.3614, -1.1137, -0.1809], [-1.5981, -0.9773, 1.2191], [-0.6366, -2.2684, -0.6107], [-1.2354, -1.9319, 2.1740], [-0.2407, -3.1680, 0.3996], [-0.5770, -3.0431, 1.7374], [-2.2718, 0.1638, 1.4204], [-2.7295, -0.5265, -2.7408], [-1.0697, 0.1621, -2.5673], [-1.8864, 2.2877, -2.0619], [-3.6313, 1.2068, 0.0406], [-2.7309, 0.5582, 2.2225], [-0.3872, -2.3619, -1.6488], [-1.2685, -1.7933, 3.2513], [0.0900, -4.1764, 0.1427], [-0.4166, -3.8897, 2.3839], [-3.6557, 1.7733, -2.6816], [-2.3820, 1.8197, -3.7293], [2.1447, 2.3860, 0.2273], [1.2575, 2.0981, -0.9883], [2.9522, 1.1816, 0.6982], [2.3136, 0.0050, 0.9029], [4.4108, -0.2447, 1.5057], [4.2245, 1.0144, 1.1476], [3.1772, -0.8969, 1.4500], [2.8360, 3.2209, 0.0626], [1.5411, 2.6461, 1.0954], [1.8664, 1.7340, -1.8179], [1.2659, -0.2019, 0.8351], [5.2901, -0.7474, 1.8952], [3.0507, -1.8700, 1.6689], [0.8184, 3.0870, -1.1818], [0.4520, 1.4321, -0.6772]], "smiles": "CCc1c[nH]c2ccccc12.CCc1c[nH]cn1", "gap_ev": 8.689, "e_tot_ev": -20332.5134, "e_above_lowest_ev": 1.4027, "homo_ev": -7.92}


# 6
{"formula": "C19H29N2O5", "method": "the ωB97M-V functional and the def2-TZVPD basis", "symbols": ["C", "C", "H", "H", "O", "C", "O", "C", "C", "N", "C", "C", "C", "H", "H", "H", "H", "H", "H", "C", "H", "H", "C", "H", "C", "O", "N", "C", "C", "C", "C", "C", "C", "O", "C", "H", "H", "H", "H", "H", "O", "C", "H", "H", "H", "H", "H", "H", "H", "H", "H", "H", "H", "H", "H"], "xyz": [[-2.2851, 2.9986, 0.5432], [-1.5177, 4.1349, -0.1138], [-1.3657, 3.9278, -1.1769], [-2.0270, 5.0905, 0.0142], [-0.2321, 4.3214, 0.5067], [0.7167, 3.4689, 0.1924], [0.6152, 2.5623, -0.5987], [2.0109, 3.7508, 0.9596], [2.3841, 2.5238, 1.7967], [2.6528, 1.3604, 0.9275], [3.7791, 1.6503, 0.0157], [3.4858, 2.8561, -0.8666], [3.1505, 4.0762, -0.0144], [2.8647, 4.9099, -0.6549], [4.0266, 4.3833, 0.5608], [4.3604, 3.0615, -1.4832], [2.6516, 2.6262, -1.5290], [3.9656, 0.7747, -0.6066], [4.6650, 1.8398, 0.6309], [2.8748, 0.1166, 1.7047], [2.2320, 0.1502, 2.5873], [3.9156, 0.0798, 2.0363], [2.5126, -1.1313, 0.8988], [3.1326, -1.2222, 0.0043], [1.0417, -1.0631, 0.4699], [0.4858, 0.0285, 0.3945], [0.4814, -2.2409, 0.2010], [-0.8281, -2.5200, -0.2365], [-1.7647, -1.5483, -0.5211], [-3.0463, -1.9056, -0.9483], [-3.3616, -3.2508, -1.0854], [-2.4166, -4.2276, -0.8034], [-1.1469, -3.8845, -0.3779], [-0.1386, -4.7646, -0.0725], [-0.3972, -6.1454, -0.2091], [-1.2024, -6.4669, 0.4567], [-0.6475, -6.4029, -1.2416], [0.5270, -6.6461, 0.0741], [-2.6950, -5.2616, -0.9225], [-4.3391, -3.5644, -1.4122], [-3.8883, -0.8720, -1.1953], [-5.1958, -1.1587, -1.6398], [-5.6775, -0.1924, -1.7764], [-5.1865, -1.6953, -2.5931], [-5.7533, -1.7386, -0.8983], [-1.5245, -0.5044, -0.4247], [1.0247, -3.0893, 0.3131], [2.6901, -2.0118, 1.5159], [1.7407, 1.1772, 0.3897], [1.5614, 2.2727, 2.4700], [3.2781, 2.7368, 2.3909], [1.8311, 4.5962, 1.6270], [-1.7512, 2.0599, 0.4154], [-2.4180, 3.1942, 1.6044], [-3.2609, 2.9078, 0.0768]], "smiles": "CCOC(=O)[C@@H]1CCC[N@@H+](CCC(=O)Nc2cc(OC)ccc2OC)C1", "gap_ev": 8.165, "e_tot_ev": -33386.4007, "e_above_lowest_ev": 0.0357, "charge": 1, "homo_ev": -10.22}


# 7
{"formula": "FH2O3PS", "method": "the ωB97M-V functional and the def2-TZVPD basis", "symbols": ["O", "O", "O", "F", "P", "S", "H", "H"], "xyz": [[2.5564, -1.0658, -2.8025], [0.5034, -1.7556, -1.5388], [2.0999, -0.6498, -0.2858], [0.7192, 0.8948, 0.7146], [0.5811, -0.3423, -0.2175], [2.0556, -1.8473, -1.7379], [-0.1456, -0.8123, 0.8035], [0.0120, 0.4026, -1.1703]], "gap_ev": 10.900, "e_tot_ev": -29016.3179, "e_above_lowest_ev": 0.3611, "homo_ev": -10.94}


# 8
{"formula": "C4H7N2", "method": "the ωB97M-V functional and the def2-TZVPD basis", "symbols": ["C", "C", "C", "C", "N", "N", "H", "H", "H", "H", "H", "H", "H"], "xyz": [[1.2533, -0.1396, 0.4287], [-0.6758, -0.4342, -1.0378], [0.1312, -1.0873, 0.0863], [-0.0857, 0.3952, 0.8167], [-1.3037, 1.8338, -0.6906], [-0.7636, 0.7849, -0.3149], [1.8746, -0.5024, 1.2582], [1.8967, 0.5823, -0.1671], [-0.1685, -0.4257, -2.0694], [-1.6370, -0.9024, -1.4722], [-0.1926, -2.0399, 0.4368], [-0.3851, 0.7708, 1.8302], [-1.5767, 2.6259, -0.0386]], "smiles": "[H]/N=[N+]1/C[C@H]2C[C@H]21", "gap_ev": 9.386, "e_tot_ev": -7230.1903, "e_above_lowest_ev": 5.5479, "charge": 1, "homo_ev": -15.31}